(1)
{"formula": "C28H50N2O5", "method": "ωB97M-V/def2-TZVPD", "smiles": "CCOCCCCC[C@H](N)O[C@@H](CCN(CC)C(C)=O)COCCOc1cc(C)ccc1C(C)C", "e_homo_ev": -8.69, "orbital_gap_ev": 9.26, "elements": ["O", "O", "O", "O", "O", "N", "N", "C", "C", "C", "C", "C", "C", "C", "C", "C", "C", "C", "C", "C", "C", "C", "C", "C", "C", "C", "C", "C", "C", "C", "C", "C", "C", "C", "C", "H", "H", "H", "H", "H", "H", "H", "H", "H", "H", "H", "H", "H", "H", "H", "H", "H", "H", "H", "H", "H", "H", "H", "H", "H", "H", "H", "H", "H", "H", "H", "H", "H", "H", "H", "H", "H", "H", "H", "H", "H", "H", "H", "H", "H", "H", "H", "H", "H", "H"], "xyz": [[6.44497, -1.86577, -0.69415], [-1.54598, -3.45314, 1.67162], [-2.70293, -1.14136, -0.29242], [-2.64694, 1.19188, -1.24656], [-2.60056, 0.80630, 5.54782], [0.46017, -2.65872, 2.65644], [-3.32322, 0.95701, 3.38559], [2.89538, -3.32425, -0.81636], [3.93237, -2.10053, -0.84793], [0.43891, -0.09270, -1.15978], [-3.32737, -2.24646, 0.37341], [1.12964, 0.06754, -3.59409], [-0.10007, 0.27583, -2.62109], [-0.75499, 1.16946, 4.09907], [-2.18079, 3.53240, -1.69031], [0.59080, -3.71401, 0.43388], [-0.54048, 1.78725, -2.51789], [5.34883, -2.49481, -1.40998], [-3.20589, -1.16148, -1.64258], [-2.28008, 0.95537, 4.38900], [7.61034, 0.31078, -0.27059], [-0.31205, -2.79255, 1.37746], [-1.78722, 2.12102, -1.83186], [-3.28688, 0.33649, -2.21686], [-2.66331, -2.55943, 1.77731], [2.06754, -3.14704, 0.54412], [-1.67818, 6.07675, -2.07410], [-2.72409, 3.33318, 2.67034], [-1.32176, 4.55899, -2.23850], [-3.69018, -0.41748, 2.94883], [0.28995, 2.83723, -3.09595], [6.27017, -0.45148, -0.61958], [-0.10357, 4.22984, -2.95468], [-3.01979, 1.84403, 2.24635], [-2.39715, -1.25527, 2.61636], [-3.45931, -3.13030, 2.33975], [-1.74436, 3.46691, 3.19097], [-1.68564, -0.55045, 2.09908], [5.58884, -0.25164, 0.26195], [-0.32186, 2.06720, 4.59824], [-1.75528, 6.31060, -0.97542], [0.89156, 0.25194, -4.66902], [-0.45420, -0.36792, -0.54557], [3.48626, -1.22709, -1.39913], [-3.13411, 3.76402, -1.16203], [2.65547, -3.67082, 1.33151], [-2.84059, 0.40451, -3.23776], [-0.17560, 0.27043, 4.44603], [4.09275, -1.81152, 0.22961], [5.51179, -3.59503, -1.26297], [-3.51195, 3.75488, 3.35106], [0.85560, 0.85273, -0.73665], [5.75070, 0.00040, -1.50746], [-4.29033, -0.92418, 3.74160], [0.51862, -4.78738, 0.73004], [-3.35274, -3.18791, -0.24034], [-4.23997, -1.61012, -1.68420], [0.27433, -3.54774, -0.62842], [1.41069, -1.02052, -3.49740], [-3.92404, 1.89797, 1.57718], [-0.14546, -3.06727, 3.36828], [-4.24927, -0.29119, 1.98184], [-0.41272, -1.82413, 0.83220], [1.23342, 2.63651, -3.65226], [7.27307, 1.28827, 0.18212], [0.65132, -1.67491, 2.85504], [1.15265, -0.94991, -1.16633], [-1.84119, -1.58725, 3.53945], [-4.38467, 0.58681, -2.24591], [2.21288, -3.13992, -1.69333], [-2.15383, 1.51019, 1.61234], [-0.83904, 6.67343, -2.50268], [3.42919, -4.30224, -0.86948], [-2.56349, -1.78731, -2.31464], [-0.95961, -0.35964, -2.93485], [1.99267, 0.66549, -3.20989], [2.02086, -2.03349, 0.70098], [0.54885, 5.01215, -3.40409], [-2.65691, 6.28065, -2.56836], [5.48715, -2.19339, -2.48580], [8.18949, 0.58135, -1.18511], [-2.69902, 4.02106, 1.77848], [-4.40371, -1.99329, 0.60994], [8.20670, -0.20236, 0.51808], [-0.52153, 1.27654, 3.00101]]}

***

(2)
{"formula": "C28H51As3N4Sn", "method": "ωB97M-V/def2-TZVPD", "e_homo_ev": [-2.87, -2.79], "orbital_gap_ev": [2.79, 2.63], "elements": ["Sn", "As", "As", "As", "N", "N", "N", "N", "C", "C", "C", "C", "C", "C", "C", "C", "C", "C", "C", "C", "C", "C", "C", "C", "C", "C", "C", "C", "C", "C", "C", "C", "C", "C", "C", "C", "H", "H", "H", "H", "H", "H", "H", "H", "H", "H", "H", "H", "H", "H", "H", "H", "H", "H", "H", "H", "H", "H", "H", "H", "H", "H", "H", "H", "H", "H", "H", "H", "H", "H", "H", "H", "H", "H", "H", "H", "H", "H", "H", "H", "H", "H", "H", "H", "H", "H", "H"], "xyz": [[0.00000, 0.00000, 0.00000], [4.22020, -3.34960, -4.19830], [1.82830, 0.77080, -1.54710], [1.77140, -1.79810, 0.66620], [0.32160, 1.91890, -0.39610], [-1.51240, 0.34960, -1.31680], [1.02210, 0.09540, 1.74320], [-1.68140, 0.36480, 1.00920], [-0.85920, -2.65570, 1.50700], [1.54930, -3.58320, 1.48000], [-1.39180, -0.43530, 2.18750], [1.50690, 1.47240, 1.80830], [-2.49000, -0.59460, -1.24340], [3.78220, -1.89970, -5.47670], [-3.17870, -2.73210, -0.02850], [3.01830, -1.19190, 2.07650], [3.10640, 2.26110, -1.28840], [2.36480, -3.93290, -3.83970], [0.03430, -0.24380, 2.76950], [-2.72680, 1.49300, -3.05570], [-1.11780, -1.67200, 0.55190], [3.05380, -2.46070, -0.74040], [-3.60950, -0.51630, -2.07560], [4.82020, -2.28890, -2.58440], [-3.72630, 0.53530, -2.98680], [-1.64720, 1.35790, -2.20610], [1.51090, 2.14400, 0.41910], [-0.91680, 2.54380, 0.06610], [1.08880, 1.54720, -3.20400], [4.82440, -0.64770, -0.72560], [-2.27630, -1.67320, -0.24420], [-1.76960, -3.68770, 1.69600], [3.01010, -0.50800, -2.48560], [-2.92950, -3.72630, 0.92840], [-1.66150, 1.81040, 1.21080], [3.88140, -1.46510, -1.62960], [2.31970, -1.11360, -3.08370], [1.00070, -4.24670, 0.78140], [-4.40230, -1.25330, -2.03880], [0.49430, 2.44940, -2.95220], [4.25790, -0.02880, -0.02380], [5.46140, 0.03520, -1.32930], [-2.52720, 0.05840, 0.47520], [2.36180, -4.69150, -3.03260], [1.70550, 3.21780, 0.52490], [2.54130, -4.02860, 1.70430], [0.00810, 0.50090, 3.57420], [3.79290, 2.06570, -0.44410], [5.39080, -3.00780, -1.95670], [-2.14110, -0.26450, 2.96910], [2.53350, 3.18070, -1.04960], [2.36180, 1.73370, -0.13940], [2.48430, -1.19990, 3.04860], [-0.29030, -0.98220, -1.42000], [3.65520, 0.08440, -3.16920], [0.91650, 2.09500, 2.48880], [-0.83310, 2.07670, -2.21390], [0.33470, -1.18290, 3.25030], [-4.59470, 0.60100, -3.63620], [3.00310, -1.20800, -5.11890], [0.97730, -3.48730, 2.42560], [-4.09950, -2.81310, -0.59810], [-1.48640, -1.48670, 1.88940], [5.57860, -1.60390, -3.02300], [-2.69420, 2.17700, 1.25670], [-3.64650, -4.53130, 1.07110], [-0.74930, 3.59300, 0.33650], [5.49040, -1.31570, -0.13720], [-1.59830, 2.56030, -0.79430], [3.33800, -0.14790, 1.89830], [3.76590, -3.13490, -0.21850], [1.80750, -0.59550, 1.73610], [0.05270, -2.60380, 2.09340], [-2.78660, 2.32160, -3.75150], [1.90770, 1.83150, -3.89700], [0.50530, 2.12240, -1.40650], [-1.57660, -4.45810, 2.43740], [4.70380, -1.32320, -5.69920], [1.68760, -3.09910, -3.58330], [2.52540, 1.47540, 2.21450], [3.41410, -2.35630, -6.41800], [3.69670, 2.43210, -2.21150], [1.97090, -4.40970, -4.76010], [2.43480, -3.09330, -1.39140], [-1.21500, 2.08930, 2.16950], [0.43320, 0.80280, -3.70000], [3.89940, -1.86250, 2.13610]]}

***

no.,E (hartree)
1,-1582.4356
2,-8237.0619